# 1
A structure of composition C24H12BrN4OS2Ti at a distorted geometry, computed with ωB97M-V/def2-TZVPD.

Properties
- HOMO (alpha / beta): -7.84 / -7.87 eV
- Energy relative to the best compared isomer or geometry (same formula, charge and spin): 0.00 kJ/mol
- Electronic energy: -5435.99448 hartree
- Gap between HOMO and LUMO (alpha / beta): 6.0 / 6.1 eV
- <S²>: 0.75

```
! wB97M-V def2-TZVPD RIJCOSX def2/J DEFGRID3
* xyz 0 2
Ti -0.80884 -0.15594 -0.31148
Br -1.27645 -6.20337 3.94819
C -1.50402 -4.77300 2.76120
C -1.87971 -5.04525 1.47183
C -1.86496 -3.98534 0.52171
C -1.68032 -2.68818 0.94033
O -1.85287 -1.68075 0.07337
C -1.36921 -2.43331 2.32710
C -1.00173 -1.04671 2.72324
N -0.91177 -0.04380 1.90515
C -0.62627 1.27465 2.40116
C -0.08148 1.59076 3.64228
C 0.15761 2.96423 3.90766
C -0.18663 3.95732 2.97364
C -0.75933 3.68106 1.76436
C -1.03595 4.64753 0.76974
C -1.64898 4.29316 -0.41362
C -1.69955 2.91219 -0.66684
N -1.23638 1.96203 0.12813
C -0.94174 2.30650 1.43748
C -1.24453 -3.47786 3.20687
H -2.15268 -6.05752 1.23823
H -2.20088 -4.32036 -0.44089
H -0.98066 -0.88774 3.78702
H 0.27419 0.89893 4.40137
H 0.55825 3.29872 4.88116
H -0.01410 4.99578 3.45417
H -0.87394 5.67024 1.03957
H -2.05350 4.98933 -1.12344
H -2.06968 2.46831 -1.64109
H -0.86263 -3.36019 4.23671
S -0.81855 0.09532 -2.69082
C 0.81975 -0.22248 -3.17700
C 1.11217 -0.49935 -4.49762
C 2.39459 -0.71783 -4.92376
C 2.61603 -1.00962 -6.31132
N 2.64220 -1.13681 -7.43878
C 3.46966 -0.35385 -4.08476
C 3.18358 -0.13625 -2.75808
C 1.84499 -0.16858 -2.23777
S 1.48023 -0.35904 -0.49432
C 4.84383 -0.43217 -4.55910
N 5.93540 -0.43275 -4.89132
H 0.34858 -0.44180 -5.24679
H 3.95627 0.06380 -2.03285
*
```

These are the Löwdin partial charges, in e, on atoms 1 to 2: Ti 0.57; Br 0.76

# 2
A structure of composition C24H14F7KN2O3 at a distorted geometry, computed with ωB97M-V/def2-TZVPD.

Properties
- HOMO: -1.49 eV
- Energy relative to the best compared isomer or geometry (same formula, charge and spin): 10.61 kJ/mol
- Electronic energy: -2557.16117 hartree
- Gap between HOMO and LUMO: 6.0 eV

```
! wB97M-V def2-TZVPD RIJCOSX def2/J DEFGRID3
* xyz -2 1
K -0.07531 -0.37163 -2.27900
C -3.25279 -0.96112 -2.40728
O -2.24752 -1.38304 -1.46519
C -2.62935 -1.68700 -0.21791
C -3.96162 -1.61860 0.14951
C -4.35905 -2.00256 1.41494
C -3.44590 -2.42732 2.37824
C -2.08846 -2.37182 2.03136
C -1.64345 -2.02202 0.74670
N -0.28655 -1.86474 0.33052
N 0.53468 -1.94800 1.29910
C 1.85636 -1.75764 1.19469
C 2.61086 -1.66051 -0.02706
O 2.11681 -1.80873 -1.16722
C 4.06314 -1.41060 0.06654
C 4.63825 -1.02937 1.23001
C 3.90768 -1.12118 2.45928
C 4.54931 -0.74721 3.64557
C 3.93205 -0.87749 4.83533
C 2.60040 -1.40088 4.86793
C 1.95209 -1.75734 3.70073
C 2.53793 -1.55700 2.43307
H -3.95909 -1.76954 -2.56313
H -2.65588 -0.80448 -3.31675
H -3.69576 0.00757 -2.12626
H -4.73499 -1.35227 -0.56681
H -5.44808 -2.03453 1.69269
H -3.75915 -2.74499 3.36966
H -1.28858 -2.59195 2.76156
H 4.53176 -1.31857 -0.89586
H 5.65315 -0.64922 1.27749
H 5.56623 -0.37597 3.58161
H 4.41524 -0.60249 5.75842
H 2.11028 -1.59931 5.84794
H 0.95858 -2.12270 3.79301
F 0.41744 6.85089 -2.74581
C 0.03385 5.66013 -2.25975
C 0.86482 4.56565 -2.34812
F 2.13045 4.70982 -2.89061
C 0.45510 3.31277 -1.92387
F 1.32118 2.26801 -2.09323
C -0.84768 3.09012 -1.38584
O -1.32679 1.93598 -1.16198
C -1.63386 4.27832 -1.19652
F -2.86210 4.16594 -0.61446
C -1.19121 5.50309 -1.65447
F -2.00325 6.56638 -1.50584
F -2.18091 -0.63579 -6.13262
C -1.19099 -0.37232 -5.03935
F 0.05544 -0.85799 -5.63226
H -1.04474 0.70325 -5.24870
*
```

These are the Löwdin partial charges, in e, on atoms 1 to 2: K 0.81; C -0.07

# 3
A structure of composition C24H14MnN2O2PS2, computed with ωB97M-V/def2-TZVPD.

Properties
- HOMO (alpha / beta): -11.52 / -11.56 eV
- Energy relative to the best compared isomer or geometry (same formula, charge and spin): 364.91 kJ/mol
- Electronic energy: -3471.26545 hartree
- Gap between HOMO and LUMO (alpha / beta): 6.0 / 6.0 eV
- <S²>: 0.89

```
! wB97M-V def2-TZVPD RIJCOSX def2/J DEFGRID3
* xyz 1 2
Mn 0.06574 0.03567 0.12451
S -1.17761 -1.75474 0.50847
C -0.94156 -2.73531 -0.82041
C -1.77841 -3.89778 -0.98331
N -2.44604 -4.82370 -1.11327
C 0.08359 -2.45744 -1.73058
S 1.06858 -1.13193 -1.53313
C 0.35307 -3.37076 -2.81575
N 0.57307 -4.09628 -3.67873
O -0.96902 1.25639 -1.14571
C -0.28201 1.83894 -0.32013
C -0.42180 3.14048 0.33691
C -0.53641 4.39911 -0.22897
C -0.81363 5.46431 0.61580
C -1.02327 5.25500 1.97649
C -0.93429 3.98136 2.52705
C -0.58956 2.91963 1.70389
P -0.37187 1.17127 2.18282
C 1.31329 1.08309 2.84911
C 1.92373 -0.25797 2.53006
C 3.41844 -0.23383 2.22539
C 4.19577 0.93794 2.70700
C 3.56042 2.01083 3.17868
C 2.09424 2.12827 3.12290
C -1.54503 0.80689 3.49035
C -1.16714 0.77101 4.83037
C -2.11778 0.50434 5.80739
C -3.43814 0.27888 5.44666
C -3.81705 0.31154 4.10951
C -2.87285 0.56881 3.13055
H -0.42050 4.54462 -1.29441
H -0.89676 6.46322 0.20932
H -1.26802 6.09641 2.61143
H -1.13070 3.82292 3.58120
H 1.50868 -1.09875 3.08253
H 3.93312 -1.18013 2.35517
H 5.27641 0.89069 2.68414
H 4.12453 2.85749 3.54767
H 1.66290 3.11709 3.23216
H -0.13710 0.94836 5.11640
H -1.82652 0.47220 6.84879
H -4.17697 0.07123 6.20977
H -4.84603 0.12658 3.83104
H -3.17207 0.57890 2.08752
O 3.02921 -0.12234 0.75891
C 1.75243 -0.19786 1.03394
*
```

These are the Löwdin partial charges, in e, on atoms 1 to 2: Mn -0.01; S 0.89